# 1
# C21H47Br9O24S7

A molecular structure, C21H47Br9O24S7 in a non-equilibrium geometry (the ωB97M-V functional and the def2-TZVPD basis, the OMol25 dataset).

Output
Frontier orbital gap   8.596 eV
Charge   0

Geometry as XYZ:
```
108
Properties=species:S:1:pos:R:3:forces:R:3
O 0.828 -2.729 2.754 2.8 -1.7 -0.4
S 2.176 -3.202 2.374 0.6 0.5 -1.9
O 3.339 -2.962 3.226 -1.7 -0.5 -0.6
O 2.118 -4.803 1.949 -2.0 1.4 1.7
C 3.114 -5.536 1.304 2.2 -0.1 -0.4
C 2.914 -5.757 -0.175 -0.5 -0.6 -0.1
C 2.582 -2.476 0.717 -0.9 0.4 1.3
H 3.247 -6.525 1.741 -0.7 0.0 0.6
H 4.112 -5.131 1.471 0.0 0.7 0.1
H 3.884 -5.999 -0.609 0.0 0.3 -0.2
H 2.410 -4.959 -0.721 0.3 0.0 0.3
H 2.326 -6.668 -0.286 -0.3 0.1 -0.3
H 1.794 -2.740 0.012 0.2 -0.3 0.1
H 3.603 -2.633 0.369 -0.2 -0.4 0.3
H 2.464 -1.415 0.937 0.0 0.1 -0.1
O -2.027 1.656 4.004 1.5 0.1 0.4
S -0.929 1.757 4.941 1.7 -0.8 0.9
O -0.898 0.893 6.125 0.0 1.4 -2.0
O 0.558 1.542 4.089 -3.5 1.4 1.1
C 1.739 1.524 4.894 1.0 -2.2 -1.6
C 2.273 0.082 4.515 0.8 0.8 1.1
C -0.756 3.522 5.474 -0.6 -1.9 -0.8
H 1.633 1.777 5.949 -0.6 -0.8 0.1
H 2.437 2.294 4.564 -0.1 0.1 -0.6
H 3.274 -0.009 4.938 -0.1 -0.6 0.5
H 2.450 -0.183 3.473 -0.2 1.2 -0.5
H 1.575 -0.715 4.774 0.1 0.2 0.8
H -0.184 4.020 4.691 -0.1 0.1 0.3
H -0.331 3.500 6.477 -0.1 0.3 -0.2
H -1.821 3.749 5.414 0.2 0.7 0.4
O -6.644 0.609 3.076 0.3 1.4 -2.5
S -6.185 1.162 1.798 1.3 0.9 -0.9
O -6.520 0.602 0.484 0.3 0.3 2.4
O -6.515 2.812 1.630 0.8 -2.2 2.0
C -6.717 3.287 0.337 -1.3 1.4 -1.2
C -6.624 4.836 0.338 -0.4 -1.4 -0.3
C -4.351 1.431 1.973 -1.3 -0.5 0.5
H -7.729 2.974 0.082 -0.1 0.2 -0.4
H -6.091 2.934 -0.482 0.5 -0.6 0.7
H -7.178 5.233 1.189 0.2 0.2 -0.1
H -7.124 5.095 -0.595 0.0 0.5 0.1
H -5.590 5.173 0.262 -0.1 0.1 0.4
H -4.239 2.203 2.734 -0.1 -0.2 0.0
H -3.877 1.777 1.055 -0.4 -0.4 -0.1
H -3.992 0.480 2.367 0.3 0.1 -0.3
O -0.384 -3.916 0.157 -2.7 -0.8 0.3
S -1.731 -4.400 0.557 0.9 0.9 -0.3
O -2.898 -3.508 0.600 2.3 -1.4 -0.1
O -2.172 -5.679 -0.342 0.3 0.4 -0.2
C -1.515 -5.941 -1.628 0.6 1.0 -0.2
C -1.557 -4.757 -2.596 0.2 -0.4 0.2
C -1.566 -5.214 2.166 -0.5 -0.3 -0.9
H -1.997 -6.781 -2.128 -0.4 -0.1 0.7
H -0.482 -6.220 -1.423 0.1 0.0 0.1
H -1.216 -5.139 -3.558 -0.2 0.0 -0.2
H -0.848 -3.970 -2.339 -0.3 0.0 0.2
H -2.576 -4.378 -2.679 0.1 0.1 -0.1
H -0.896 -4.634 2.800 -0.6 0.4 0.0
H -1.151 -6.221 2.113 0.2 0.1 -0.6
H -2.621 -5.338 2.413 0.2 0.3 0.8
C 2.335 5.614 -2.691 0.9 -1.0 0.4
Br 3.966 6.745 -2.481 -1.2 -0.9 -0.2
Br 1.913 4.627 -1.022 0.3 0.8 -0.7
Br 2.570 4.172 -4.099 -0.2 1.5 0.9
H 1.492 6.278 -2.879 0.3 -0.3 -0.3
C 2.289 -2.787 -4.191 -0.1 -0.6 0.3
Br 1.960 -4.556 -3.331 0.0 0.8 -0.8
Br 2.694 -2.931 -6.083 0.0 0.0 0.5
Br 3.676 -1.937 -3.166 0.0 0.1 -0.3
H 1.368 -2.209 -4.118 0.3 -0.2 0.2
C -3.432 4.578 -2.424 -0.8 0.2 1.2
Br -5.223 3.859 -2.881 1.4 0.4 -0.2
Br -2.575 3.389 -1.060 -0.7 1.0 -1.0
Br -3.685 6.460 -1.751 0.4 -1.4 -0.5
H -2.746 4.618 -3.269 -0.5 -0.1 0.1
C -0.358 0.947 0.988 0.7 0.4 0.2
C 0.227 1.744 -0.149 0.1 0.7 1.2
O -0.322 1.133 -1.251 0.0 -2.8 -2.8
S -0.142 -0.546 -1.111 0.9 0.0 0.4
O 1.166 -1.040 -1.616 -2.9 1.8 1.7
O -1.295 -1.220 -1.633 0.8 1.2 0.7
O -0.191 -0.383 0.571 0.5 -2.3 -2.5
H -1.425 1.139 1.104 0.1 0.2 0.5
H 0.304 1.020 1.850 -0.8 0.3 0.4
H 1.313 1.658 -0.111 0.2 0.2 -0.3
H -0.133 2.771 -0.206 0.4 0.0 0.3
C 0.685 1.273 -4.898 1.6 0.1 1.8
C -0.525 2.054 -5.281 -0.9 0.9 -1.3
O -1.076 1.391 -6.462 0.4 -1.1 0.4
S -0.812 -0.206 -6.408 -2.3 -2.0 1.2
O -0.463 -0.722 -7.722 0.4 1.4 2.3
O -1.973 -0.901 -5.758 3.7 2.2 -1.2
O 0.524 -0.049 -5.245 -3.0 -2.6 -3.1
H 0.754 1.201 -3.813 0.1 0.7 0.2
H 1.681 1.530 -5.261 -0.3 0.9 -0.4
H -0.388 3.065 -5.664 0.5 0.0 0.3
H -1.249 2.121 -4.469 -0.2 -0.5 -0.1
C 5.183 2.356 1.691 2.5 0.7 0.0
C 6.385 2.547 0.666 -0.7 0.4 1.8
O 6.046 1.740 -0.438 -1.5 -1.2 -0.6
S 4.919 0.580 -0.044 -0.2 -0.8 -0.1
O 5.393 -0.779 -0.288 -0.1 2.8 1.1
O 3.645 0.884 -0.644 1.1 0.5 0.7
O 4.876 1.010 1.595 -0.6 -2.2 -2.3
H 4.355 3.037 1.493 -0.1 -0.2 -0.3
H 5.544 2.505 2.709 -0.1 0.2 0.0
H 7.378 2.203 0.957 -0.2 -0.1 0.8
H 6.457 3.628 0.545 -0.1 -0.1 -1.2
```
Forces are in eV/Å.



# 2
# C3H7N2OS

A gas-phase ion, C3H7N2OS (charge +1) in a non-equilibrium geometry (the ωB97M-V functional and the def2-TZVPD basis, the OMol25 dataset).

Output
SMILES string   CC1=[NH+][C@@H](O)SN1
Frontier orbital gap   10.085 eV
Charge   +1

Geometry as XYZ:
```
14
Properties=species:S:1:pos:R:3:forces:R:3
C 0.027 -0.021 -0.701 -0.6 -1.4 1.0
C -0.172 0.968 1.415 1.0 -3.8 2.4
C -0.314 -1.079 -1.700 0.7 2.9 -2.4
N 1.233 0.418 -0.577 -0.3 0.2 0.5
N -0.767 0.369 0.302 0.9 0.3 -1.1
O -0.315 -0.201 2.528 -1.9 2.8 -3.3
S 1.487 1.283 0.892 1.3 0.8 -0.1
H -0.650 1.831 1.788 -0.6 0.8 0.6
H -1.332 -1.316 -1.489 -0.7 -0.5 -0.7
H 0.344 -1.945 -1.677 0.0 0.1 0.4
H -0.113 -0.505 -2.746 -1.0 -1.7 2.0
H 1.851 0.183 -1.321 1.3 0.1 0.0
H -1.737 0.383 0.272 -2.0 -0.6 -0.3
H 0.457 -0.368 3.014 2.1 0.1 1.0
```
Forces are in eV/Å.



# 3
# C5H13NO

2 unconnected molecules or ions with the total composition C5H13NO in a non-equilibrium geometry (the ωB97M-V functional and the def2-TZVPD basis, the OMol25 dataset).

Output
SMILES string   C=C(C)CCN.O
Frontier orbital gap   9.504 eV
Charge   0

Geometry as XYZ:
```
20
Properties=species:S:1:pos:R:3:forces:R:3
C -1.226 0.608 -0.189 -0.5 0.6 -1.9
C 0.265 0.254 -0.180 -0.2 0.7 0.8
C 0.931 0.402 -1.501 0.7 -0.6 -1.5
C 1.552 1.506 -1.912 -0.4 0.1 0.9
C 0.941 -0.776 -2.452 -0.1 -0.6 -0.6
N -1.946 0.609 1.039 -0.7 -0.3 0.1
H -1.373 1.564 -0.729 0.5 0.1 0.5
H -1.745 -0.018 -0.926 0.0 -0.5 0.4
H 0.766 0.981 0.472 -0.1 -0.3 0.3
H 0.340 -0.746 0.250 0.4 0.0 -0.1
H 2.033 1.578 -2.875 0.0 0.0 -0.1
H 1.585 2.366 -1.255 0.1 0.2 -0.1
H 0.222 -1.549 -2.174 -0.1 0.1 0.0
H 1.903 -1.288 -2.577 0.1 0.1 0.7
H 0.766 -0.497 -3.497 -0.5 0.3 0.2
H -2.547 -0.177 1.225 0.3 0.0 0.0
H -1.516 0.976 1.859 0.4 0.1 0.3
H 0.395 -1.962 4.855 1.3 -0.6 -0.7
H -1.002 -2.271 5.308 0.2 0.4 0.0
O -0.344 -1.558 5.260 -1.5 0.2 0.6
```
Forces are in eV/Å.



# 4
# C4H11NO

2 unconnected molecules or ions with the total composition C4H11NO in a non-equilibrium geometry (the ωB97M-V functional and the def2-TZVPD basis, the OMol25 dataset).

Output
2S+1   2
Frontier orbital gap (alpha / beta)   2.835 / 9.379 eV
⟨S²⟩   0.750
Charge   -1

Geometry as XYZ:
```
17
Properties=species:S:1:pos:R:3:forces:R:3
C 0.566 -1.226 0.746 1.3 -0.6 -0.4
N 0.899 0.048 0.051 -1.5 -1.0 0.5
C 2.255 0.206 -0.463 -0.4 -0.7 -0.7
H -0.314 -1.792 0.420 -0.3 0.7 -0.3
H 1.383 -1.912 0.498 -0.1 -0.1 0.4
H 0.506 -1.127 1.837 0.1 0.1 -0.1
H 0.699 0.739 0.762 0.2 0.5 -0.3
H 2.809 0.893 0.165 0.5 0.1 0.0
H 2.222 0.548 -1.515 0.1 0.3 0.4
H 2.724 -0.784 -0.546 0.2 0.4 0.4
C -2.248 0.939 0.576 -1.4 1.3 -1.3
C -2.295 0.380 -0.643 1.9 -1.4 0.3
O -1.262 0.534 -1.521 0.0 -0.4 -0.6
H -3.202 1.176 1.044 0.3 -0.8 0.7
H -1.475 1.682 0.685 0.2 0.1 0.3
H -2.891 -0.501 -0.933 -0.7 0.9 0.2
H -0.375 0.196 -1.164 -0.4 0.6 0.6
```
Forces are in eV/Å.